Entry 1:
107
Properties=species:S:1:pos:R:3:forces:R:3 method="wB97M-V/def2-TZVPD" homo_energy_ev=-11.02 total_charge=+1 de_lowest_kcal_mol=0.0 max_force_ev_per_a=0.45 molar_mass_g_mol=1306.545 e_tot_ev=-286587.95166
Ga 1.097348 0.161481 -0.225965 -0.3 0.0 -0.2
C 5.073695 1.974367 -0.202379 -0.2 0.0 0.1
C 5.030892 0.466469 -0.454211 -0.1 0.1 -0.1
S 3.658799 -0.202620 -1.432110 0.0 0.2 0.2
C 3.795740 0.677154 -3.005198 -0.1 0.0 0.1
C 3.258770 2.107719 -3.064704 -0.2 0.0 0.1
S 1.674686 2.280841 -2.201072 0.1 0.1 0.0
C 1.917622 3.896302 -1.418151 0.0 -0.1 -0.1
C 3.160988 4.077070 -0.539116 -0.1 -0.2 0.0
S 3.565263 2.676160 0.541404 0.0 0.0 0.1
H 5.279054 2.514601 -1.122590 0.1 0.0 0.0
H 5.888876 2.180766 0.490869 0.1 0.0 -0.1
H 4.965916 -0.090130 0.482999 0.1 0.0 0.0
H 5.952919 0.169402 -0.957882 0.0 0.0 0.1
H 3.235438 0.037349 -3.688792 0.0 0.0 0.0
H 4.844662 0.649605 -3.306429 0.0 0.0 -0.1
H 3.091104 2.384654 -4.104499 0.1 0.0 -0.1
H 3.959799 2.819666 -2.636967 0.0 -0.1 -0.1
H 1.004956 4.033125 -0.840844 0.0 0.1 0.0
H 1.934289 4.641718 -2.213839 -0.1 0.1 0.1
H 2.988604 4.926767 0.120555 0.0 0.1 -0.1
H 4.047890 4.307362 -1.126400 0.0 0.0 0.0
N 1.420881 0.325588 1.726190 0.4 0.0 -0.1
S 1.123748 1.603307 2.656659 -0.1 0.0 0.1
C 2.346511 1.521140 3.970555 0.0 -0.1 -0.1
C 2.138106 2.268621 5.122782 -0.1 0.1 0.0
C 3.087476 2.227565 6.130538 0.0 0.0 0.0
C 4.229082 1.448396 5.982868 0.1 0.0 0.0
C 4.430019 0.716764 4.821513 0.0 0.0 0.0
C 3.488063 0.755122 3.800022 0.0 0.0 0.0
C -0.356443 1.261146 3.594573 0.1 0.1 -0.1
C -1.439915 2.102135 3.391327 0.0 0.0 0.0
C -2.617408 1.858626 4.088219 0.0 0.0 0.0
C -2.691598 0.788141 4.968783 0.0 0.0 0.0
C -1.597304 -0.054435 5.151521 0.0 -0.1 0.0
C -0.419891 0.177617 4.461417 0.0 -0.1 0.0
H 1.444977 -0.552118 2.233862 0.0 0.0 0.0
H 1.239587 2.865179 5.237109 0.0 0.0 0.0
H 2.933426 2.801123 7.035467 0.0 0.0 0.0
H 4.964717 1.412250 6.777357 0.0 0.0 0.0
H 5.319538 0.108986 4.707195 0.0 0.0 0.0
H 3.635015 0.194427 2.885381 0.0 0.0 0.0
H -1.369940 2.921823 2.686477 0.0 0.0 0.1
H -3.472712 2.509007 3.945321 0.0 0.0 0.0
H -3.607246 0.605583 5.519784 0.0 0.0 0.0
H -1.662669 -0.895002 5.832150 0.0 0.1 0.0
H 0.435973 -0.475036 4.603605 0.0 0.1 0.0
F -1.425818 -1.271408 1.088445 0.3 0.0 -0.1
C -2.634432 -0.988127 1.589493 -0.1 0.1 0.0
C -3.369424 0.056414 1.062843 -0.1 0.2 -0.1
C -4.631722 0.255028 1.602954 0.2 0.1 -0.1
F -5.421722 1.238687 1.156466 0.0 0.0 0.0
C -5.131289 -0.536220 2.620697 -0.1 0.0 0.0
F -6.337512 -0.310746 3.133400 0.0 0.0 0.0
C -4.359565 -1.567313 3.115881 0.0 -0.1 0.1
F -4.816219 -2.323587 4.103283 0.0 -0.1 0.1
C -3.099562 -1.797672 2.600351 0.1 -0.1 0.1
F -2.347279 -2.785668 3.092317 0.0 0.0 0.0
Ge -2.637793 1.147040 -0.419277 -0.3 -0.3 0.0
S -0.596388 1.835078 -0.060043 0.2 -0.1 -0.1
C -3.758232 2.754174 -0.635960 0.2 0.0 0.0
C -4.891103 2.718944 -1.438755 0.2 0.0 0.2
F -5.321386 1.558406 -1.946264 0.0 -0.1 0.0
C -5.628871 3.846505 -1.729831 -0.1 0.0 -0.1
F -6.711243 3.774384 -2.497024 0.0 0.0 0.0
C -5.233667 5.065321 -1.211577 -0.1 0.1 0.0
F -5.922027 6.158210 -1.493991 -0.1 0.1 0.0
C -4.130970 5.137441 -0.385198 0.1 0.1 0.1
F -3.764902 6.306071 0.136769 0.0 0.0 0.0
C -3.421312 3.987670 -0.101035 0.0 -0.2 0.0
F -2.387189 4.109560 0.748222 0.0 0.0 0.0
C -2.800033 0.100001 -2.076185 0.1 0.2 0.0
C -3.156435 -1.233368 -2.169477 0.0 0.2 0.0
F -3.456360 -1.947415 -1.080400 0.0 0.0 0.1
C -3.212565 -1.888490 -3.383036 0.0 -0.1 0.0
F -3.576638 -3.165957 -3.451720 0.0 -0.1 0.0
C -2.881247 -1.211423 -4.539756 0.0 0.0 -0.1
F -2.913641 -1.842069 -5.703537 0.0 -0.1 -0.1
C -2.515215 0.120193 -4.486271 0.0 0.1 -0.1
F -2.199761 0.768477 -5.603535 0.0 0.0 0.0
C -2.484313 0.749360 -3.260662 0.0 0.0 0.2
F -2.122950 2.041394 -3.229463 0.0 0.0 0.0
S 1.792495 -2.210254 0.367515 -0.2 -0.1 0.0
P 1.072509 -2.654925 -1.454120 0.1 -0.2 0.0
S 0.370727 -0.927480 -2.266290 0.1 0.2 0.2
C 2.361179 -3.351107 -2.513679 0.0 0.0 0.0
C 3.310798 -4.200602 -1.949468 0.0 0.0 -0.1
C 4.268279 -4.794411 -2.758807 0.0 0.0 0.1
C 4.274931 -4.545258 -4.125997 0.0 0.0 0.0
C 3.333054 -3.694302 -4.686293 0.0 0.0 0.0
C 2.374857 -3.092845 -3.881306 0.0 0.0 0.0
C -0.217584 -3.911428 -1.360145 0.1 -0.1 0.0
C -0.614878 -4.557754 -2.532086 0.0 0.1 0.1
C -1.575087 -5.554079 -2.473412 0.0 0.0 -0.1
C -2.133943 -5.908652 -1.251266 0.0 0.0 0.0
C -1.738021 -5.264988 -0.087637 0.0 0.0 0.0
C -0.776334 -4.265072 -0.137049 -0.1 0.0 0.0
H 3.303464 -4.388078 -0.881978 0.0 0.0 0.0
H 5.012188 -5.448246 -2.320580 0.0 0.0 0.0
H 5.017661 -5.017656 -4.758301 0.0 0.0 0.0
H 3.345782 -3.496527 -5.750486 0.0 0.0 0.0
H 1.646221 -2.414609 -4.311696 0.0 0.0 0.0
H -0.172224 -4.282825 -3.482916 0.0 -0.1 0.0
H -1.884711 -6.055623 -3.382438 0.0 0.0 0.1
H -2.876550 -6.696353 -1.210342 0.0 0.0 0.0
H -2.171159 -5.542966 0.865618 0.0 0.0 0.0
H -0.454184 -3.768656 0.769701 0.0 0.0 0.0

Entry 2:
98
Properties=species:S:1:pos:R:3:forces:R:3 method="wB97M-V/def2-TZVPD" homo_energy_ev=-0.01 total_charge=-2 de_lowest_kcal_mol=0.0 max_force_ev_per_a=1.47 molar_mass_g_mol=1073.312 e_tot_ev=-92436.12123
Tl 0.270359 0.559519 1.188103 -0.4 -0.3 -0.3
C 4.541614 0.535235 -3.866154 0.1 0.0 0.0
C 5.123727 -0.515131 -3.151210 0.0 0.0 -0.1
C 4.765732 -0.761065 -1.832402 0.0 0.0 0.1
C 3.800241 0.047104 -1.253800 0.0 0.2 -0.7
C 3.153388 0.017507 0.060071 0.1 -0.2 1.1
N 3.559434 -0.732700 1.043927 0.0 0.2 -1.2
C 2.979109 -0.713071 2.285303 -0.2 -0.2 0.8
C 3.598244 -1.195822 3.464368 -0.3 0.3 -0.3
C 4.879693 -1.704089 3.722986 0.2 -0.2 0.2
C 5.216232 -2.017211 5.019014 0.1 0.0 -0.3
C 4.295380 -1.820718 6.078286 -0.3 0.1 0.2
C 3.038028 -1.313425 5.847763 0.2 -0.2 0.2
C 2.666209 -0.993108 4.532308 -0.3 0.3 -0.4
C 1.516661 -0.395028 3.958301 0.6 -0.2 -0.2
N 0.360523 -0.101049 4.641100 -1.0 0.3 0.1
C -0.561660 0.680247 4.167376 1.0 -0.3 0.1
N -0.510182 1.439931 3.017533 -0.3 0.3 0.6
C -1.641145 2.228474 2.924692 0.2 0.8 -0.9
N -1.925441 3.117508 2.021031 -0.5 -0.7 1.0
C -1.196304 3.315357 0.887066 0.4 0.3 -0.8
N -0.140717 2.575939 0.435545 -0.2 0.9 -0.2
C 0.322695 3.081703 -0.752473 -0.8 0.5 0.3
N 1.364268 2.624108 -1.492275 1.0 -1.0 -0.4
C 2.144307 1.645036 -1.129605 -0.8 1.0 0.0
N 2.144446 0.957214 0.069922 0.5 0.0 -0.1
C 3.194387 1.084845 -1.981744 0.4 -0.5 -0.1
C 3.577706 1.350427 -3.288066 -0.1 0.0 0.1
C -0.489812 4.197354 -1.103945 0.3 -0.5 0.3
C -0.493262 5.070656 -2.198994 -0.1 0.3 -0.2
C -1.442134 6.067676 -2.242715 0.3 -0.1 -0.2
C -2.400086 6.212001 -1.213286 -0.2 0.0 0.3
C -2.413948 5.361220 -0.130417 -0.1 0.3 -0.1
C -1.452977 4.345588 -0.063968 0.2 -0.5 0.3
C -2.515446 1.901006 4.055016 -0.1 -0.4 0.5
C -3.808661 2.290907 4.360627 0.1 0.1 -0.1
C -4.445717 1.671782 5.426851 0.0 0.0 0.1
C -3.794780 0.693108 6.179621 -0.1 0.0 0.0
C -2.489822 0.317417 5.889178 0.2 0.0 0.0
C -1.853225 0.927512 4.820601 -0.7 0.3 -0.1
N 1.734758 -0.251936 2.614314 0.7 -0.2 0.5
H 4.844189 0.706828 -4.893982 0.0 0.0 0.0
H 5.860431 -1.146369 -3.636725 0.0 0.0 0.0
H 5.212403 -1.567460 -1.262628 0.0 0.0 0.0
H 5.577021 -1.831111 2.902674 0.0 0.0 0.0
H 6.202863 -2.408941 5.243945 0.0 0.0 0.0
H 4.604691 -2.057030 7.091292 0.0 0.0 0.0
H 2.342208 -1.152402 6.663616 0.0 0.0 0.0
H 3.101669 2.149890 -3.838682 0.0 0.0 0.0
H 0.236859 4.942484 -2.989787 0.0 0.0 0.0
H -1.463561 6.756439 -3.081025 0.0 0.0 0.0
H -3.133634 7.008318 -1.285962 0.0 0.0 0.0
H -3.152082 5.453921 0.657806 0.0 0.0 0.0
H -4.307988 3.034325 3.752195 0.0 0.0 0.0
H -5.470321 1.932133 5.667106 0.0 0.0 0.0
H -4.328742 0.206203 6.988328 0.0 0.0 0.0
H -1.979564 -0.443168 6.467941 0.0 0.0 -0.1
F -5.590699 -2.242639 2.935587 0.1 0.1 -0.2
C -4.768875 -1.543951 2.090524 -0.3 0.0 -0.1
F -5.133857 -1.932668 0.839646 0.0 0.1 0.2
F -5.121811 -0.258904 2.218345 0.0 -0.2 0.0
C -3.334364 -1.832328 2.385604 0.2 0.0 0.0
C -3.021037 -2.816236 3.304122 0.0 0.1 0.0
C -1.695053 -3.117199 3.576947 0.0 -0.1 0.0
C -0.721348 -2.399101 2.905435 0.0 -0.1 0.0
N -1.001347 -1.451492 2.023312 -0.2 -0.2 0.1
C -2.289183 -1.134306 1.719519 0.1 -0.2 0.0
S -2.506059 0.079364 0.552252 -0.3 0.2 -0.1
H -3.815924 -3.346848 3.811253 0.0 0.0 0.0
H -1.426088 -3.875438 4.298811 0.0 0.0 0.0
H 0.333145 -2.590837 3.079185 0.0 0.1 0.1
C -0.033828 -0.636001 -7.571637 -0.1 0.0 0.1
C -1.258520 -0.600837 -6.659575 0.2 0.1 0.0
N -0.975308 -1.181319 -5.352774 0.1 0.0 0.0
C -1.675795 -2.396552 -4.982280 0.0 -0.2 -0.1
C -1.207260 -3.619604 -5.768496 0.0 0.1 0.1
C -0.268548 -0.390789 -4.473002 -0.2 0.0 -0.2
O 0.021726 0.754359 -4.762051 0.1 0.0 0.1
C 0.158490 -1.025876 -3.187592 0.3 -0.1 0.1
C 0.941940 -2.177157 -3.181363 -0.1 0.2 0.2
C 1.334378 -2.707357 -1.965028 0.1 -0.2 -0.2
C 0.939878 -2.075879 -0.799969 -0.1 0.2 0.2
N 0.212941 -0.956189 -0.796896 0.3 -0.4 -0.7
C -0.148412 -0.433108 -1.969700 -0.3 -0.1 0.1
H -0.242660 -0.132679 -8.517813 0.0 0.0 0.0
H 0.272717 -1.663789 -7.774884 0.0 0.0 0.0
H 0.787227 -0.119453 -7.076510 0.0 0.0 -0.1
H -2.087876 -1.153645 -7.104079 0.0 0.0 0.0
H -1.564097 0.436780 -6.515809 -0.1 0.0 0.0
H -2.749681 -2.252811 -5.149309 0.0 0.0 0.1
H -1.532453 -2.564405 -3.917991 -0.1 0.0 0.0
H -1.359899 -3.477884 -6.839956 0.0 0.0 0.0
H -1.768037 -4.501932 -5.454816 0.0 0.0 0.0
H -0.146855 -3.800083 -5.591115 0.0 0.0 0.0
H 1.244126 -2.636556 -4.114249 0.0 0.0 0.0
H 1.941027 -3.601611 -1.916025 0.0 0.0 0.0
H 1.209899 -2.465141 0.175440 0.1 0.0 0.0
H -0.770881 0.456013 -1.929022 0.1 0.1 0.0